(1)
The following is a DFT calculation (wB97M-V/def2-TZVPD) of C22H52BCsO16 as an isolated structure.

Values from the calculation:
E_LUMO = -1.14 eV
highest occupied orbital energy = -9.35 eV
electronic energy = -57645.79350 eV
2S+1 = 1

Last column: Löwdin charge in e.
Geometry (Å):
Cs1 -1.7845 -9.9025 -3.2419  1.01
O1 6.6524 -13.8651 -3.1169  0.15
C1 5.9829 -12.8891 -2.9973  -0.36
O2 5.1725 -12.3766 -3.9058  0.25
B1 4.4729 -11.2220 -3.3403  -0.85
O3 5.1721 -10.9033 -2.0831  0.22
C2 6.0253 -11.8912 -1.8257  -0.37
O4 6.7026 -12.0075 -0.8558  0.17
O5 3.0661 -11.6118 -3.0239  0.24
C3 2.2562 -10.7467 -3.5495  -0.40
O6 1.0652 -10.6517 -3.3639  -0.05
C4 3.0819 -9.7828 -4.4323  -0.37
O7 4.3485 -10.0668 -4.2719  0.27
O8 2.5908 -8.8703 -5.0447  0.14
C5 5.5493 -17.2557 -2.6274  -0.04
C6 5.9718 -18.2561 -1.5455  -0.49
C7 7.4871 -18.3547 -1.4632  -0.06
O9 5.4176 -17.8004 -0.3167  -0.05
H1 5.5914 -17.8268 -3.5582  0.09
H2 6.2524 -16.4258 -2.6753  0.07
H3 4.5441 -16.9004 -2.4352  0.04
H4 5.5582 -19.2314 -1.8243  0.13
H5 7.9562 -18.7535 -2.3583  0.08
H6 7.7596 -18.9169 -0.5600  0.08
H7 7.9311 -17.3852 -1.2114  0.08
H8 5.8707 -18.2248 0.4194  0.08
C8 10.8320 -15.8730 -2.8901  -0.06
C9 10.3562 -14.5958 -3.5541  -0.48
C10 9.6744 -14.8502 -4.8926  -0.07
O10 9.4322 -13.9368 -2.6657  -0.07
H9 10.0946 -16.6690 -2.9874  0.07
H10 11.1808 -15.6083 -1.8951  0.08
H11 11.7089 -16.2677 -3.4236  0.08
H12 11.1785 -13.8974 -3.7454  0.13
H13 10.3910 -15.1279 -5.6731  0.08
H14 9.1854 -13.9803 -5.3425  0.08
H15 8.8849 -15.6049 -4.8254  0.08
H16 8.5427 -14.1782 -2.9784  0.03
C11 -1.8598 -7.1456 -6.9371  -0.05
C12 -0.4210 -7.6283 -6.8690  -0.49
C13 0.6423 -6.7076 -7.4925  -0.03
O11 -0.1140 -7.8383 -5.4815  -0.13
H17 -2.1605 -7.1533 -7.9874  0.08
H18 -1.8980 -6.1042 -6.6077  0.08
H19 -2.5624 -7.7300 -6.3480  0.06
H20 -0.3518 -8.6101 -7.3620  0.13
H21 0.5435 -5.7033 -7.0867  0.08
H22 0.5151 -6.7492 -8.5742  0.08
H23 1.6001 -7.1382 -7.2058  0.08
H24 0.7703 -8.2401 -5.4091  0.04
C14 2.6453 -14.9635 -3.4024  -0.05
C15 1.3502 -15.6679 -3.0049  -0.46
C16 1.4801 -16.4685 -1.7045  -0.05
O12 0.3560 -14.6519 -2.8308  -0.07
H25 2.4891 -14.4802 -4.3722  0.09
H26 3.4096 -15.6958 -3.6680  0.07
H27 2.9285 -14.2243 -2.6580  0.08
H28 0.9961 -16.3618 -3.7658  0.14
H29 1.3964 -15.9232 -0.7634  0.08
H30 2.4194 -17.0240 -1.6783  0.06
H31 0.6425 -17.1719 -1.6738  0.08
H32 0.6692 -13.9236 -2.2950  0.07
C17 9.5161 -9.7356 1.1533  -0.06
C18 9.0423 -8.7122 0.1109  -0.48
C19 8.9193 -9.2488 -1.3026  -0.04
O13 7.8250 -8.1432 0.5880  -0.06
H33 8.8297 -10.5642 1.3156  0.06
H34 9.7629 -9.2413 2.0956  0.08
H35 10.5149 -10.0951 0.8653  0.08
H36 9.7762 -7.9059 0.1691  0.13
H37 7.8863 -9.4833 -1.5643  0.06
H38 9.5552 -10.1028 -1.5250  0.08
H39 9.1551 -8.4141 -1.9698  0.08
H40 7.1643 -8.8251 0.7165  0.05
C20 5.0516 -10.6967 1.5063  -0.17
O14 4.1120 -10.1731 2.4061  -0.10
H41 4.6135 -11.4365 0.8348  0.08
H42 5.5419 -9.9104 0.9420  0.05
H43 5.9128 -11.1705 2.0028  0.08
H44 3.6906 -10.8671 2.9126  0.07
C21 3.9011 -7.7597 -0.6802  -0.14
O15 2.8890 -8.6975 -0.3050  -0.12
H45 4.7711 -8.3366 -1.0266  0.07
H46 3.5973 -7.1512 -1.5391  0.08
H47 4.2566 -7.1632 0.1539  0.08
H48 2.7946 -9.2915 -1.0514  0.05
C22 8.7684 -13.7245 1.5876  -0.15
O16 7.9929 -13.9467 2.7666  -0.13
H49 8.8751 -14.6523 1.0258  0.07
H50 8.3420 -12.9166 1.0002  0.05
H51 9.7711 -13.3815 1.8672  0.08
H52 8.5778 -14.1681 3.4914  0.06


(2)
The following is a DFT calculation (wB97M-V/def2-TZVPD) of an isolated ion of composition C3H6N2P and charge +1.

Values from the calculation:
E_LUMO (alpha / beta) = -6.40 / -6.40 eV
highest occupied orbital energy (alpha / beta) = -14.04 / -14.04 eV
ΔE to the lowest compared entry with this formula, charge and spin = 78.2 kcal per mole
electronic energy = -15464.18677 eV
total charge = +1
2S+1 = 1

Last column: natural (NBO) charge in e.
Geometry (Å):
C1 0.1447 2.5326 0.0274  -0.12
C2 0.5916 1.3856 0.0500  0.04
C3 -0.9304 -1.0372 -0.2134  -0.47
N1 1.2773 -0.0756 0.1773  -0.39
N2 0.3944 -1.0131 0.4220  -0.35
P1 2.9502 -0.1493 -0.0002  0.85
H1 -0.0493 3.5400 -0.1867  0.27
H2 -1.5695 -1.1866 0.7177  0.24
H3 -1.2755 -0.0298 -0.4277  0.26
H4 -1.1009 -1.9021 -0.8940  0.26
H5 0.7176 -1.7831 0.9776  0.42
H6 3.2223 1.1780 0.1968  -0.03


(3)
The following is a DFT calculation (wB97M-V/def2-TZVPD) of C37H60HfN3O4SSi3 as an isolated structure.

Values from the calculation:
E_LUMO = -2.93 eV
highest occupied orbital energy = -11.23 eV
ΔE to the lowest compared entry with this formula, charge and spin = 0.0 kcal per mole
electronic energy = -87784.66517 eV
total charge = +1
2S+1 = 1

Last column: Löwdin charge in e.
Geometry (Å):
Hf1 -1.3690 -0.1440 0.4897  1.69
S1 0.0192 0.3974 5.1040  1.16
C1 1.0738 -0.8677 4.5586  -0.46
C2 2.0456 -1.5620 5.2773  -0.07
C3 2.7221 -2.5801 4.6331  -0.08
C4 2.4579 -2.8800 3.2903  -0.08
C5 1.5104 -2.1750 2.5789  -0.02
C6 0.7929 -1.1687 3.2305  -0.30
N1 -0.2380 -0.3928 2.6869  -0.01
C7 -0.7268 0.4476 3.5495  -0.53
C8 -1.9245 1.2542 3.2285  -0.26
C9 -2.4479 2.1490 4.1493  -0.04
C10 -3.6469 2.7925 3.8754  -0.05
C11 -4.3230 2.5173 2.6940  -0.06
C12 -3.7725 1.6392 1.7737  -0.13
C13 -2.5535 0.9988 1.9941  -0.22
H1 2.2562 -1.3173 6.3131  0.12
H2 3.4774 -3.1435 5.1694  0.12
H3 3.0216 -3.6646 2.7985  0.12
H4 1.3493 -2.3763 1.5252  0.11
H5 -1.9348 2.3409 5.0872  0.10
H6 -4.0607 3.4928 4.5892  0.11
H7 -5.2749 2.9944 2.4879  0.11
H8 -4.3147 1.4497 0.8554  0.07
C14 -3.4558 -2.2016 -3.0434  -0.18
Si1 -3.8950 -0.9699 -1.7267  0.36
C15 -5.5018 -0.1801 -2.2130  -0.19
C16 -4.3189 -1.9223 -0.1442  -0.18
C17 -2.4555 0.1745 -1.4174  -0.51
Si2 -2.7164 1.9975 -1.8451  0.38
C18 -4.4129 2.7439 -1.6735  -0.19
C19 -2.2611 2.2512 -3.6266  -0.18
C20 -1.6728 3.0797 -0.7021  -0.19
H9 -4.2896 -2.8995 -3.2022  0.04
H10 -2.5656 -2.7885 -2.7781  0.01
H11 -3.2542 -1.6947 -3.9961  0.04
H12 -6.2323 -0.9849 -2.3659  0.05
H13 -5.4237 0.3876 -3.1498  0.04
H14 -5.8954 0.4917 -1.4401  0.03
H15 -5.4028 -2.0909 -0.0876  0.04
H16 -4.0589 -1.3780 0.7727  0.00
H17 -3.8344 -2.9074 -0.1118  0.02
H18 -1.6582 -0.1296 -2.1192  0.01
H19 -5.0806 2.4397 -2.4870  0.03
H20 -4.2763 3.8318 -1.7398  0.05
H21 -4.9181 2.5358 -0.7244  0.02
H22 -3.0835 1.8788 -4.2545  0.04
H23 -1.3487 1.7174 -3.9155  0.02
H24 -2.1235 3.3187 -3.8542  0.05
H25 -2.2810 3.4251 0.1389  0.03
H26 -1.3119 3.9707 -1.2336  0.05
H27 -0.7801 2.6007 -0.3037  -0.02
C21 4.1860 -1.8811 -1.7223  -0.02
C22 2.8771 -1.5770 -2.4425  -0.62
C23 3.1127 -0.6558 -3.6323  -0.02
C24 2.2207 -2.8653 -2.9065  -0.04
O1 1.9236 -0.9688 -1.5301  -0.13
Si3 2.0424 0.3151 -0.5003  0.06
O2 0.4829 0.4330 0.0249  -0.36
O3 2.6698 1.6159 -1.2132  -0.09
C25 2.2280 2.8121 -1.8957  -0.62
C26 1.7627 3.8252 -0.8607  -0.02
C27 3.4357 3.3428 -2.6358  -0.02
C28 1.1218 2.4476 -2.8719  -0.02
O4 3.0215 -0.1354 0.7192  -0.09
C29 3.8363 0.6110 1.6678  -0.60
C30 5.0300 1.2684 0.9795  -0.02
C31 2.9576 1.6435 2.3637  0.00
C32 4.3342 -0.4118 2.6696  -0.02
H28 4.8623 -2.4190 -2.3918  0.10
H29 4.0043 -2.4929 -0.8331  0.09
H30 4.6807 -0.9577 -1.4018  0.08
H31 3.8028 -1.1280 -4.3364  0.10
H32 3.5461 0.2949 -3.3067  0.07
H33 2.1698 -0.4535 -4.1516  0.09
H34 2.8346 -3.3583 -3.6633  0.10
H35 1.2446 -2.6488 -3.3590  0.09
H36 2.0986 -3.5620 -2.0665  0.09
H37 2.5930 4.0932 -0.2015  0.09
H38 0.9511 3.4181 -0.2513  0.06
H39 1.4041 4.7356 -1.3491  0.10
H40 4.2564 3.5329 -1.9382  0.09
H41 3.1831 4.2800 -3.1398  0.10
H42 3.7745 2.6256 -3.3887  0.08
H43 0.3262 1.8997 -2.3593  0.06
H44 1.5126 1.8151 -3.6766  0.09
H45 0.6855 3.3455 -3.3184  0.10
H46 4.7178 1.9119 0.1559  0.07
H47 5.7121 0.5055 0.5879  0.09
H48 5.5790 1.8719 1.7075  0.10
H49 2.6015 2.3971 1.6523  0.08
H50 3.5152 2.1548 3.1510  0.10
H51 2.0869 1.1516 2.8162  0.07
H52 4.8876 -1.2022 2.1547  0.10
H53 3.4982 -0.8639 3.2113  0.04
H54 5.0004 0.0674 3.3919  0.10
N2 -0.5243 -2.3347 -0.7928  0.13
C33 -1.0644 -3.1159 0.2229  -0.39
C34 -1.2172 -4.4892 0.1639  0.01
C35 -1.8274 -5.1102 1.2336  -0.02
C36 -2.2568 -4.3607 2.3323  -0.03
C37 -2.0791 -3.0044 2.2996  -0.11
N3 -1.5071 -2.3939 1.2519  -0.01
H55 -0.1890 -2.8231 -1.6027  0.09
H56 0.2141 -1.6823 -0.5428  0.04
H57 -0.8584 -5.0453 -0.6952  0.13
H58 -1.9624 -6.1851 1.2236  0.12
H59 -2.7289 -4.8265 3.1889  0.12
H60 -2.4016 -2.3620 3.1116  0.13


(4)
The following is a DFT calculation (wB97M-V/def2-TZVPD) of an isolated molecule of C4H4O3.

Values from the calculation:
E_LUMO = -0.44 eV
highest occupied orbital energy = -9.71 eV
ΔE to the lowest compared entry with this formula, charge and spin = 36.1 kcal per mole
electronic energy = -10353.64758 eV
2S+1 = 1

Last column: natural (NBO) charge in e.
Geometry (Å):
C1 -1.6290 0.2543 -0.5407  -0.73
C2 -0.4971 -0.6787 -0.1706  0.52
O1 -0.4737 -1.8672 -0.3906  -0.49
C3 0.6276 -0.0391 0.6661  0.39
O2 0.3156 0.3819 1.7541  -0.46
C4 2.1072 0.1025 0.2539  0.35
O3 2.5649 1.1994 0.0676  -0.46
H1 -2.4508 0.1465 0.1765  0.26
H2 -2.0018 0.0039 -1.5379  0.25
H3 -1.3055 1.2977 -0.5109  0.23
H4 2.7426 -0.8012 0.2326  0.14


(5)
The following is a DFT calculation (wB97M-V/def2-TZVPD) of an isolated molecule of C4H6N2O.

Values from the calculation:
E_LUMO = 0.88 eV
highest occupied orbital energy = -9.64 eV
ΔE to the lowest compared entry with this formula, charge and spin = 44.2 kcal per mole
electronic energy = -9271.58538 eV
2S+1 = 1

Last column: natural (NBO) charge in e.
Geometry (Å):
O1 -0.9419 -1.5430 -2.0066  -0.58
C1 -0.5331 -0.7562 -1.1895  0.78
N1 -0.9207 0.5631 -1.0565  -0.65
C2 -0.4862 1.0939 0.2237  -0.23
C3 0.8001 0.2951 0.4215  -0.09
C4 0.7939 -0.9958 1.1415  -0.21
N2 0.5798 -0.9498 -0.3040  -0.46
H1 -1.2398 1.1007 -1.8477  0.42
H2 -1.2498 0.8555 0.9791  0.19
H3 -0.3365 2.1759 0.2133  0.22
H4 1.7320 0.8086 0.1941  0.20
H5 1.7713 -1.4358 1.3409  0.21
H6 0.0308 -1.2123 1.8902  0.21


(6)
The following is a DFT calculation (wB97M-V/def2-TZVPD) of an isolated molecule of C15H20N2O3.

Values from the calculation:
E_LUMO = 0.80 eV
highest occupied orbital energy = -8.24 eV
ΔE to the lowest compared entry with this formula, charge and spin = 2.8 kcal per mole
electronic energy = -25003.75454 eV
2S+1 = 1

Last column: natural (NBO) charge in e.
Geometry (Å):
C1 -5.8674 -2.4659 0.1623  -0.61
C2 -4.8124 -1.6145 -0.5329  -0.40
H1 -5.1189 -1.4181 -1.5638  0.19
C3 -4.5537 -0.2813 0.1809  -0.06
N1 -3.3731 0.3504 -0.3801  -0.61
C4 -2.2229 0.5145 0.3031  0.69
O1 -2.0730 0.1569 1.4518  -0.64
C5 -1.1345 1.2245 -0.4945  -0.52
C6 0.2471 0.9112 0.0660  -0.01
C7 1.1940 2.1061 -0.0689  0.66
O2 0.8167 3.2528 -0.1710  -0.60
N2 2.5029 1.7688 -0.0042  -0.59
C8 2.9553 0.4468 -0.0082  0.08
C9 4.2827 0.1303 0.2289  -0.23
C10 4.7233 -1.1845 0.1479  -0.02
C11 3.8071 -2.1742 -0.1850  -0.21
C12 2.4767 -1.8711 -0.4151  -0.25
C13 2.0374 -0.5603 -0.3191  0.32
O3 0.7324 -0.2579 -0.5790  -0.50
H2 1.7652 -2.6379 -0.6751  0.23
H3 4.1359 -3.1995 -0.2618  0.21
C14 6.1558 -1.5231 0.4288  -0.62
H4 6.8126 -0.7070 0.1371  0.21
H5 6.4520 -2.4228 -0.1043  0.22
H6 6.2942 -1.7018 1.4955  0.22
H7 4.9784 0.9222 0.4669  0.21
H8 3.1862 2.5151 0.0044  0.41
H9 0.1404 0.7114 1.1493  0.23
H10 -1.2936 2.3038 -0.4185  0.27
H11 -1.1692 0.9320 -1.5442  0.23
H12 -3.4356 0.6662 -1.3349  0.39
C15 -5.7373 0.6769 0.0851  -0.61
H13 -6.6015 0.2671 0.5983  0.21
H14 -5.4837 1.6279 0.5471  0.22
H15 -6.0012 0.8534 -0.9564  0.20
H16 -4.3129 -0.4732 1.2315  0.23
H17 -3.8713 -2.1679 -0.5618  0.21
H18 -6.8417 -1.9853 0.1346  0.20
H19 -5.5930 -2.6338 1.2009  0.21
H20 -5.9524 -3.4314 -0.3305  0.21